(1)
DFT (ωB97M-V/def2-TZVPD) results for C5H10O in the gas phase.

```
16
Properties=species:S:1:pos:R:3
C 1.854 1.090 0.252
C 0.453 0.990 -0.348
C -0.362 -0.113 0.291
C -1.758 -0.405 -0.227
C -1.644 -1.898 0.112
O 0.222 -1.429 -0.030
H 2.397 0.147 0.121
H 1.808 1.310 1.327
H 2.441 1.881 -0.225
H -0.093 1.933 -0.215
H 0.510 0.802 -1.427
H -0.375 -0.010 1.382
H -2.543 0.105 0.343
H -1.849 -0.123 -1.288
H -1.672 -2.468 -0.833
H 0.611 -1.814 0.766
```

Properties
* total energy: -271.59494 hartree
* Kohn-Sham gap: 0.319 hartree
* 2S+1: 1
* highest occupied orbital energy: -0.290 Ha
* charge: 0
* energy relative to the best compared isomer or geometry (same formula, charge and spin): 98.9 kcal/mol

(2)
DFT (ωB97M-V/def2-TZVPD) results for C5H10O in the gas phase.

```
16
Properties=species:S:1:pos:R:3
C -1.432 1.401 0.198
C -0.615 0.562 -0.779
C 0.589 -0.210 -0.226
C 0.810 -0.411 1.267
C 1.004 -1.461 -0.863
O 1.665 -0.246 -1.162
H -0.843 2.224 0.619
H -1.827 0.808 1.029
H -2.290 1.846 -0.316
H -0.250 1.217 -1.579
H -1.270 -0.162 -1.277
H 0.255 0.306 1.864
H 0.429 -1.411 1.537
H 1.869 -0.414 1.533
H 0.278 -1.928 -1.518
H 1.654 -2.133 -0.290
```

Properties
* total energy: -271.68532 hartree
* Kohn-Sham gap: 0.400 hartree
* 2S+1: 1
* highest occupied orbital energy: -0.363 Ha
* charge: 0
* energy relative to the best compared isomer or geometry (same formula, charge and spin): 42.2 kcal/mol
* SMILES: CC[C@@]1(C)CO1

(3)
DFT (ωB97M-V/def2-TZVPD) results for C5H10O in the gas phase.

```
16
Properties=species:S:1:pos:R:3
O 0.898 -2.665 -1.411
C 1.071 -1.570 -0.957
C 0.766 -1.126 0.449
C -0.656 -0.562 0.519
C -0.940 0.704 -0.280
C -0.155 1.936 0.185
H 1.475 -0.766 -1.599
H 0.796 -2.010 1.090
H 1.537 -0.441 0.783
H -1.354 -1.340 0.221
H -0.910 -0.399 1.575
H -0.739 0.496 -1.332
H -1.995 0.936 -0.219
H -0.701 2.582 0.879
H 0.720 1.609 0.698
H 0.186 2.615 -0.602
```

Properties
* total energy: -271.73050 hartree
* Kohn-Sham gap: 0.395 hartree
* 2S+1: 1
* highest occupied orbital energy: -0.357 Ha
* charge: 0
* energy relative to the best compared isomer or geometry (same formula, charge and spin): 13.9 kcal/mol
* SMILES: CCCCC=O

(4)
DFT (ωB97M-V/def2-TZVPD) results for 2 unconnected molecules or ions with the total composition C5H10O.

```
16
Properties=species:S:1:pos:R:3
C -1.776 -0.987 1.579
C -1.476 0.396 2.276
C -1.816 0.663 3.514
H -1.142 -1.056 0.631
H -1.615 -1.863 2.253
H -2.823 -1.123 1.340
H -0.904 1.285 1.827
H -2.209 1.673 3.850
H -2.187 -0.063 4.174
C 2.597 -0.725 -2.868
C 1.401 -0.131 -2.714
O 1.286 0.901 -1.835
H 2.672 -1.781 -3.076
H 3.465 -0.222 -2.390
H 0.545 -0.687 -2.866
H 0.332 1.326 -1.781
```

Properties
* total energy: -271.62601 hartree
* Kohn-Sham gap: 0.351 hartree
* 2S+1: 1
* highest occupied orbital energy: -0.330 Ha
* charge: 0
* energy relative to the best compared isomer or geometry (same formula, charge and spin): 79.4 kcal/mol
* SMILES: C=CC.C=CO

(5)
DFT (ωB97M-V/def2-TZVPD) results for C5H10O in the gas phase.

```
16
Properties=species:S:1:pos:R:3
C -1.241 -0.989 2.011
C -1.155 -0.117 0.767
C 0.238 -0.064 0.161
O 1.181 -0.630 0.672
C 0.388 0.747 -1.117
C 1.711 0.501 -1.830
H -2.266 -1.014 2.395
H -0.929 -2.013 1.788
H -0.583 -0.614 2.800
H -1.467 0.915 0.983
H -1.846 -0.470 -0.010
H 0.286 1.807 -0.842
H -0.465 0.532 -1.773
H 1.788 -0.540 -2.157
H 1.804 1.146 -2.710
H 2.553 0.696 -1.161
```

Properties
* total energy: -271.75260 hartree
* Kohn-Sham gap: 0.388 hartree
* 2S+1: 1
* highest occupied orbital energy: -0.352 Ha
* charge: 0
* energy relative to the best compared isomer or geometry (same formula, charge and spin): 0.0 kcal/mol
* SMILES: CCC(=O)CC

(6)
DFT (ωB97M-V/def2-TZVPD) results for 2 unconnected molecules or ions with the total composition C5H10O.

```
16
Properties=species:S:1:pos:R:3
C -0.638 -1.732 -1.753
C -0.188 -0.540 -1.024
C -0.495 -0.220 0.280
C -0.240 1.110 0.748
C -1.188 2.069 0.909
H -0.973 -1.425 -2.747
H -1.555 -2.122 -1.309
H 0.076 -2.551 -1.832
H 0.497 0.161 -1.495
H -1.196 -0.728 0.933
H 0.749 1.511 0.539
H -0.807 3.051 1.150
H -2.268 2.060 0.956
H 2.656 -0.792 1.948
H 3.197 0.064 1.085
O 2.374 0.083 1.614
```

Properties
* total energy: -271.36192 hartree
* Kohn-Sham gap (alpha / beta): 0.381 / 0.266 hartree
* 2S+1: 2
* highest occupied orbital energy (alpha / beta): -0.547 / -0.560 Ha
* <S²>: 0.7725
* charge: +1
* energy relative to the best compared isomer or geometry (same formula, charge and spin): 14.5 kcal/mol

(7)
DFT (ωB97M-V/def2-TZVPD) results for C5H10O2 in the gas phase.

```
17
Properties=species:S:1:pos:R:3
C 1.848 -1.273 0.160
C 0.657 -0.421 -0.111
O 0.405 -0.729 -1.403
C -0.434 -0.290 0.917
C -1.209 0.953 0.595
C -1.171 1.332 -0.851
O -1.558 0.670 -1.812
H 2.238 -0.934 1.114
H 1.510 -2.310 0.262
H 2.596 -1.269 -0.647
H 1.036 0.755 -0.149
H -0.468 -0.353 -1.788
H -1.059 -1.178 0.910
H 0.017 -0.168 1.905
H -0.900 1.876 1.108
H -2.291 0.915 0.768
H -1.217 2.421 -0.978
```

Properties
* total energy: -346.91999 hartree
* Kohn-Sham gap: 0.355 hartree
* 2S+1: 1
* highest occupied orbital energy: -0.345 Ha
* charge: 0
* energy relative to the best compared isomer or geometry (same formula, charge and spin): 66.2 kcal/mol
* SMILES: C[C@@H](O)CCC=O

(8)
DFT (ωB97M-V/def2-TZVPD) results for C5H10O2 in the gas phase.

```
17
Properties=species:S:1:pos:R:3
C 2.042 -0.151 -0.500
C 0.744 0.330 0.196
O -0.029 1.400 -0.478
C -1.428 1.129 -0.275
C -1.487 -0.007 0.771
C -0.223 -0.787 0.451
O -0.495 -1.681 -0.610
H 2.959 0.014 0.088
H 2.084 0.450 -1.402
H 2.067 -1.224 -0.787
H 0.966 0.757 1.178
H -1.898 0.813 -1.221
H -1.998 2.004 0.088
H -1.396 0.413 1.778
H -2.404 -0.598 0.705
H 0.343 -1.258 1.280
H 0.179 -1.608 -1.296
```

Properties
* total energy: -346.95742 hartree
* Kohn-Sham gap: 0.388 hartree
* 2S+1: 1
* highest occupied orbital energy: -0.355 Ha
* charge: 0
* energy relative to the best compared isomer or geometry (same formula, charge and spin): 42.7 kcal/mol
* SMILES: C[C@H]1OCC[C@H]1O

> Which of these has the highest charge?

number 6